A molecular structure, C41H49BaN10O2S2Te at a distorted geometry, computed with the ωB97M-V functional and the def2-TZVPD basis.

ORCA input file:
```
! RIJCOSX wB97M-V def2-TZVPD def2/J DEFGRID3
* xyz -2 2
Ba -14.01278 -13.18612 11.14116
S -18.39982 -16.38551 6.00104
C -18.45085 -15.58961 7.50182
C -19.44726 -15.14032 8.28265
N -20.63077 -15.10587 8.64508
C -17.03203 -15.43013 8.15525
S -16.39055 -15.61685 9.60915
C -16.12877 -15.20460 7.14662
N -15.38809 -15.05089 6.27415
C -9.97135 -10.13520 11.49909
C -11.41180 -10.12079 11.86518
O -11.95929 -11.18365 12.35775
N -12.01219 -8.92817 11.71015
C -13.35649 -8.47304 12.00323
C -13.35752 -7.12221 12.72952
C -14.35923 -6.81125 13.69841
C -14.46684 -5.44830 14.17476
C -13.62078 -4.51026 13.60979
C -12.71786 -4.89141 12.64378
N -12.55354 -6.15162 12.23588
H -9.59676 -10.93413 12.19209
H -9.38097 -9.23209 11.70439
H -9.99991 -10.49387 10.51164
H -11.50044 -8.24622 11.14307
H -13.98640 -9.17730 12.60155
H -13.98962 -8.29694 11.10688
H -15.00364 -7.61460 14.03258
H -15.16934 -5.11466 14.93366
H -13.59278 -3.44533 13.93459
H -12.16326 -4.12517 12.09856
C -18.67343 -11.65363 13.70079
N -17.35030 -10.87636 13.50768
C -16.64180 -10.81174 14.74611
C -16.56665 -11.32116 12.39246
N -15.30327 -11.45756 12.37055
N -17.27506 -11.42669 11.23934
C -16.89619 -11.24255 9.86065
N -17.75788 -10.37519 9.15126
N -15.87757 -11.88219 9.46896
H -19.43063 -11.39161 12.98887
H -19.10106 -11.29958 14.63608
H -18.53149 -12.75263 13.73664
H -16.10731 -11.76434 14.97513
H -17.36052 -10.70874 15.58435
H -15.92523 -9.99260 14.79494
H -14.84275 -11.62486 13.38408
H -18.18735 -10.96443 11.41838
H -18.60023 -9.98705 9.64304
H -17.38812 -9.76213 8.42182
H -15.40465 -11.29766 8.70817
H -14.60675 -13.56225 15.46768
C -8.76016 -13.34943 21.20824
C -9.21405 -13.49760 19.76872
C -10.56022 -13.89047 19.52940
C -10.94484 -14.37060 18.27906
C -12.32873 -14.95048 18.30506
C -9.99423 -14.37527 17.20611
Te -10.73452 -14.82191 15.25547
N -14.82597 -13.79206 14.46064
C -14.81194 -15.04271 14.02621
O -14.72791 -15.23260 12.74813
C -15.06331 -16.26027 14.90022
C -14.22416 -17.38467 14.89141
C -14.25278 -18.27767 15.94888
C -15.27581 -18.22944 16.90461
C -16.40418 -17.35786 16.71764
C -16.30020 -16.37128 15.67969
C -9.41016 -16.37040 14.78527
C -8.62865 -16.03418 13.63570
C -8.58538 -14.81354 12.92759
C -8.16439 -17.16835 12.92348
C -8.39477 -18.47434 13.20543
C -7.97909 -19.71286 12.52279
C -9.17549 -18.68824 14.32004
C -9.69929 -17.71644 15.20851
C -10.31861 -18.10431 16.60341
C -8.71139 -13.94496 17.44181
C -7.63051 -13.98339 16.39821
C -8.28010 -13.63739 18.72751
H -8.84401 -14.30431 21.72965
H -9.33085 -12.55525 21.74289
H -7.72673 -12.99392 21.28501
H -11.32608 -13.66520 20.29531
H -12.33190 -15.89015 18.86493
H -12.69023 -15.15259 17.26169
H -13.04948 -14.25573 18.78189
H -13.48536 -17.54979 14.10642
H -13.50878 -19.02325 16.04668
H -15.29980 -18.89421 17.79130
H -17.37086 -17.40394 17.31437
H -17.05496 -15.59328 15.58970
H -20.50765 -14.74678 9.78850
H -8.60671 -14.82815 11.76269
H -8.57653 -13.83224 13.29758
H -7.33634 -17.17855 12.11652
H -8.59575 -20.48881 13.02112
H -6.94451 -20.03176 12.71256
H -8.30891 -19.66828 11.50635
H -9.35067 -19.74258 14.54567
H -11.26838 -18.67728 16.44965
H -10.56768 -17.13714 17.07108
H -9.58857 -18.69415 17.16034
H -7.72855 -13.06161 15.76376
H -7.67263 -14.76617 15.63337
H -6.62239 -14.02178 16.84778
H -7.24092 -13.44669 18.90987
*
```

The value obtained for the total energy is -91957.097 eV. The expectation value of S² is 0.754. The largest force on an atom comes out at 5.91 eV Å⁻¹. The value obtained for the energy above the lowest of the compared OMol25 structures with the same formula, charge and spin is 567.5 kJ/mol.

Results of the Löwdin charge analysis, in e, for atoms 1 through 5: Ba 1.49; S 0.42; C -0.86; C -0.23; N 0.08